1.
ORCA calculation (ωB97M-V/def2-TZVPD) on C13H15MnN5OS as an isolated structure.

As for the expectation value of S²: 0.818. The value obtained for the orbital gap (alpha / beta) is 8.011 / 8.045 eV. The value obtained for the HOMO energy (alpha / beta) is -7.7 / -7.7 eV.

The geometry in ORCA input format:
```
! RIJCOSX wB97M-V def2-TZVPD def2/J DEFGRID3
* xyz 0 2
Mn 0.8978 0.5159 0.9496
N 4.3309 2.8503 -0.1806
C 3.1151 2.3004 0.1096
S 3.0979 1.0090 1.2905
N 2.0887 2.7530 -0.5363
N 0.9098 2.0932 -0.2027
C -0.1550 2.6730 -0.6374
C -1.5182 2.2576 -0.4102
C -2.5215 2.9952 -1.0615
C -3.8565 2.7079 -0.9038
C -4.2196 1.6555 -0.0591
C -3.2621 0.9185 0.5987
C -1.8892 1.1919 0.4443
O -1.0196 0.4565 1.0986
H 5.0644 2.7182 0.4922
H 4.3184 3.7200 -0.6873
H -0.0023 3.5732 -1.2293
H -2.2176 3.8133 -1.7048
H -4.6099 3.2885 -1.4173
H -5.2663 1.4188 0.0873
H -3.5407 0.1146 1.2691
C -1.4876 -4.2354 0.3711
C -0.2837 -3.3597 0.3097
C 1.0290 -3.6305 -0.0311
C 1.7223 -2.4192 0.0959
N 0.8795 -1.4642 0.4923
N -0.3290 -2.0599 0.6146
C 3.1661 -2.1603 -0.1662
H -1.2468 -5.2246 -0.0109
H -2.3022 -3.8260 -0.2269
H -1.8414 -4.3434 1.3971
H 1.4340 -4.5794 -0.3382
H -1.0972 -1.4463 0.8746
H 3.6048 -3.0146 -0.6790
H 3.7099 -1.9929 0.7630
H 3.2978 -1.2681 -0.7757
*
```

***

2.
ORCA calculation (ωB97M-V/def2-TZVPD) on a single C13H15N3O2S molecule at a distorted geometry.

The value obtained for the orbital gap is 9.395 eV. The value obtained for the HOMO energy is -8.8 eV.

The geometry in ORCA input format:
```
! RIJCOSX wB97M-V def2-TZVPD def2/J DEFGRID3
* xyz 0 1
C -2.2702 -3.5027 -0.7593
C -1.8601 -2.1154 -0.2905
H -1.2805 -1.6034 -1.0716
H -1.2411 -2.1837 0.6117
O -3.0486 -1.3947 -0.0207
C -3.0747 -0.0550 0.1085
C -4.3703 0.4815 0.1495
C -4.5879 1.8370 0.2124
C -3.5098 2.7131 0.2201
C -2.2310 2.2053 0.1866
C -1.9855 0.8273 0.1474
C -0.5648 0.4173 0.2629
O -0.1173 -0.3314 1.1073
N 0.2634 1.0290 -0.6500
C 1.6167 0.8338 -0.6584
N 2.4091 1.4021 -1.5049
N 3.6821 1.0630 -1.3259
C 3.8840 0.2425 -0.3609
C 5.2163 -0.2670 0.0431
C 5.5756 0.1875 1.4578
H 5.5972 1.2733 1.5110
H 4.8428 -0.1812 2.1724
H 6.5549 -0.1937 1.7352
H 5.9497 0.1054 -0.6734
H 5.2090 -1.3591 0.0033
S 2.4059 -0.2224 0.4839
H -0.1057 1.6536 -1.3532
H -1.3876 2.8801 0.2317
H -3.6690 3.7790 0.2625
H -5.5970 2.2178 0.2482
H -5.1921 -0.2166 0.1270
H -2.8558 -3.9930 0.0131
H -2.8733 -3.4330 -1.6608
H -1.3846 -4.0961 -0.9661
*
```